(1)
22
Properties=species:S:1:pos:R:3:forces:R:3:nbo_charge:R:1 method="wB97M-V/def2-TZVPD" total_charge=+1 de_lowest_kj_mol=301.56 e_lumo_ev=-3.052 homo_lumo_gap_ev=11.41
N 0.41137 -0.91773 -1.26414 -2.7 0.1 0.2 -0.72
C -0.18149 -0.66149 0.19346 -3.3 -2.1 0.2 -0.04
C -0.07119 -2.08144 0.85169 0.7 -2.8 -1.2 -0.12
O -0.70085 -2.92758 -0.15388 0.1 0.7 0.0 -0.77
C 0.29760 0.32708 1.24118 0.4 1.9 -2.8 -0.43
C 0.40228 1.80714 0.63795 2.7 -0.4 3.0 -0.46
C -0.57378 2.21442 -0.36246 -2.6 0.5 -2.6 -0.09
O -0.13772 1.99925 -1.78247 0.6 -0.5 0.3 -0.80
H 0.26510 -0.15009 -1.92558 0.3 1.1 0.6 0.47
H -0.26137 -1.65427 -1.71878 2.0 0.7 1.6 0.49
H 1.38044 -1.15735 -1.23233 0.7 -0.7 -0.2 0.43
H -1.30688 -0.47823 -0.12127 2.2 -0.5 1.0 0.24
H 0.97959 -2.56037 0.98863 -0.9 1.7 -0.6 0.19
H -0.44978 -2.37854 1.85289 -0.6 1.5 -0.5 0.24
H -0.97815 -3.77433 0.17753 -0.1 -0.5 0.4 0.50
H 1.24333 -0.09184 1.49663 1.0 0.4 0.8 0.22
H -0.35041 0.33651 2.11643 -0.2 -0.4 -0.3 0.26
H 0.39667 2.54254 1.53954 -0.1 -1.2 -1.5 0.25
H 1.43598 1.92683 0.19975 -1.0 -0.1 0.4 0.23
H -0.63459 3.30346 -0.40287 -0.8 -0.1 0.9 0.22
H -1.67563 1.68173 -0.22579 2.8 1.6 -0.6 0.19
H 0.50947 2.69431 -2.10611 -1.3 -1.1 1.0 0.50

(2)
27
Properties=species:S:1:pos:R:3:forces:R:3:nbo_charge:R:1 method="wB97M-V/def2-TZVPD" total_charge=0 e_lumo_ev=0.613 homo_lumo_gap_ev=9.65
C -1.82079 1.84047 -3.59958 0.0 0.1 0.3 -0.64
C -2.13192 0.81585 -2.52153 -0.3 0.0 0.0 -0.09
O -1.76676 1.36070 -1.24110 0.7 -0.1 0.2 -0.23
O -1.00570 0.31708 -0.56023 -0.6 -0.1 -0.8 -0.30
C -1.30268 0.39736 0.75110 0.0 0.6 0.4 0.99
O -1.42969 1.40602 1.35901 -0.1 0.2 0.2 -0.55
O -1.41171 -0.81027 1.33140 0.6 -0.4 -0.4 -0.76
P -1.47786 -2.25629 0.52704 -0.5 -0.6 0.2 1.64
N -2.84049 -2.96598 0.57812 0.0 0.4 0.0 -1.33
H -2.65323 1.93296 -4.28939 0.0 -0.1 -0.2 0.22
H -0.90840 1.59941 -4.13452 0.1 0.0 -0.1 0.22
H -1.68014 2.80923 -3.12650 0.0 0.1 0.0 0.23
H -3.20142 0.60790 -2.47925 0.0 -0.1 0.0 0.18
H -1.60171 -0.11868 -2.66580 0.1 -0.1 0.0 0.20
H -1.00408 -2.02706 -0.75977 0.3 0.1 0.0 -0.08
H -0.45053 -2.97695 1.14092 0.3 0.3 0.1 -0.09
H -3.57443 -2.47664 1.07016 -0.2 -0.3 0.0 0.39
C 2.08603 0.37737 2.78314 0.0 0.0 0.1 -0.83
S 2.50793 0.41385 1.04104 0.0 0.1 0.0 1.26
O 1.80299 -0.73611 0.41417 -0.2 -0.2 -0.1 -1.01
C 4.21939 -0.08662 1.23436 0.1 0.0 0.1 -0.83
H 1.02798 0.61855 2.86852 0.0 0.0 0.0 0.25
H 2.27625 -0.61929 3.18098 0.0 0.0 0.0 0.23
H 2.67567 1.12491 3.31294 0.0 0.0 0.0 0.23
H 4.26126 -1.05280 1.73653 0.0 0.0 0.0 0.23
H 4.75186 0.67125 1.80815 0.0 0.0 0.0 0.23
H 4.65218 -0.16621 0.24009 0.0 0.0 0.0 0.24

(3)
23
Properties=species:S:1:pos:R:3:forces:R:3:nbo_charge:R:1 method="wB97M-V/def2-TZVPD" total_charge=0 de_lowest_kj_mol=0.00 e_lumo_ev=0.808 homo_lumo_gap_ev=9.42
C 3.24443 0.93323 -0.95911 0.0 0.0 0.0 -0.61
C 2.40647 -0.12530 -0.25279 -0.3 0.0 0.2 -0.72
P 0.67819 0.50700 -0.00886 -0.1 -0.5 -0.2 0.90
N 0.25557 0.55243 -1.64945 0.3 0.0 -0.2 -0.95
C -1.11014 0.87170 -2.01907 -0.1 0.0 0.1 -0.42
S -0.22817 -1.33053 0.67516 -0.1 0.2 0.0 -0.22
C -1.85797 -0.62119 1.27712 0.9 0.3 0.2 0.03
C -1.83822 -0.65278 2.79557 -0.2 0.2 -0.2 -0.65
O -2.94716 -1.27123 0.71176 -0.3 -0.3 -0.1 -0.70
H 4.27464 0.59975 -1.07186 0.1 0.0 0.0 0.21
H 2.83860 1.14965 -1.94515 0.0 0.0 0.0 0.22
H 3.24136 1.85988 -0.38572 0.1 0.1 0.0 0.21
H 2.82010 -0.34290 0.73480 -0.1 -0.1 0.0 0.23
H 2.38411 -1.06010 -0.82308 0.0 0.0 0.1 0.21
H 0.60261 -0.23327 -2.19365 0.0 0.1 0.1 0.37
H -1.14805 1.09525 -3.08280 -0.1 0.1 -0.1 0.20
H -1.81166 0.05756 -1.80669 0.0 0.0 0.0 0.19
H -1.43387 1.75175 -1.46205 0.0 0.1 -0.1 0.20
H -1.89048 0.40775 0.90382 0.0 -0.2 0.1 0.19
H -2.76680 -0.24507 3.19055 -0.1 0.0 0.1 0.21
H -1.71455 -1.67493 3.14934 0.0 -0.1 0.1 0.21
H -1.00624 -0.05691 3.16445 0.0 0.0 0.0 0.23
H -2.99276 -2.17172 1.05772 0.0 0.1 0.0 0.47

(4)
21
Properties=species:S:1:pos:R:3:forces:R:3:nbo_charge:R:1 method="wB97M-V/def2-TZVPD" total_charge=-1 de_lowest_kj_mol=120.34 e_lumo_ev=3.630 homo_lumo_gap_ev=5.74
C -1.08695 -1.95577 -0.72594 0.3 0.6 -0.7 -0.41
N 0.13557 -1.14983 -0.63611 -0.2 -0.3 0.6 -0.42
C 0.84566 -1.50032 0.59581 -1.2 -1.3 -0.2 -0.43
C 0.95322 -1.23762 -1.84112 -1.2 -0.6 0.0 -0.41
H -1.70130 -1.79606 0.16813 0.4 -0.3 0.0 0.21
H -0.85424 -3.03365 -0.90872 -0.3 0.3 0.3 0.15
H -1.72045 -1.59030 -1.55258 0.3 -0.2 0.0 0.18
H 1.71285 -0.91029 0.68917 1.1 0.6 0.2 0.23
H 0.23715 -1.29721 1.48163 0.0 0.4 -0.3 0.24
H 1.05894 -2.60373 0.67732 0.2 0.4 -0.5 0.12
H 1.80912 -0.57324 -1.84632 0.1 0.2 0.5 0.21
H 0.28560 -0.88079 -2.66906 0.7 -0.7 0.3 0.19
H 1.33157 -2.29740 -1.96575 -0.3 0.7 -0.4 0.14
C -0.25935 3.26206 0.62013 -0.3 0.4 -0.4 -0.62
C -0.64752 1.99619 1.38862 0.2 -0.3 0.2 -0.53
S 0.82595 1.32385 2.21644 0.3 0.0 0.3 -0.74
H 0.65644 3.09885 -0.01903 -1.1 0.0 0.6 0.20
H 0.00402 4.02774 1.36419 0.1 -0.1 -0.3 0.20
H -1.11283 3.67125 0.00040 0.7 -0.3 0.4 0.16
H -1.14532 1.25538 0.72994 0.3 0.3 0.1 0.17
H -1.32815 2.19089 2.23287 -0.2 0.4 -0.6 0.18

(5)
21
Properties=species:S:1:pos:R:3:forces:R:3:nbo_charge:R:1 method="wB97M-V/def2-TZVPD" total_charge=+1 de_lowest_kj_mol=182.79 e_lumo_ev=-2.740 homo_lumo_gap_ev=10.57
C 2.69330 0.06865 0.91479 0.2 -2.2 -1.8 -0.72
S 2.00032 0.41466 -0.78037 0.2 -0.6 1.1 0.22
C 0.52120 -0.66889 -0.66994 3.5 -1.6 0.2 -0.37
N -0.62519 0.03682 -0.26350 -4.4 -0.7 -0.5 -0.23
C -0.57225 0.38117 1.16241 1.9 3.0 -0.6 -0.43
C -0.97213 1.14589 -1.23199 -0.3 1.0 0.2 -0.44
C -1.78619 -0.97349 -0.32887 0.2 1.2 0.5 -0.38
H 3.71695 -0.31287 0.88083 -0.3 -0.1 -0.4 0.26
H 2.03077 -0.64695 1.37660 0.2 -0.8 -0.1 0.21
H 2.68482 0.80015 1.62001 0.0 3.0 1.4 0.23
H 0.38560 -1.14003 -1.64613 -0.2 0.1 0.2 0.26
H 0.70355 -1.45506 0.12932 0.0 0.7 -1.3 0.24
H -0.91744 -0.40997 1.79344 0.1 -0.6 0.2 0.24
H 0.54980 0.59568 1.20094 -2.0 0.4 1.4 0.24
H -1.24473 1.27008 1.27300 0.9 -0.6 0.3 0.24
H -0.27908 1.97865 -1.09684 0.0 -0.2 0.1 0.26
H -0.89709 0.82713 -2.29009 0.0 -0.3 0.8 0.25
H -2.00400 1.51271 -1.04198 0.7 -0.4 0.0 0.24
H -1.94919 -0.95982 -1.37929 -0.9 -1.0 -0.7 0.22
H -1.41003 -1.90140 0.09991 -0.3 0.0 -0.3 0.23
H -2.62897 -0.56312 0.27776 0.6 -0.4 -0.8 0.24

(6)
21
Properties=species:S:1:pos:R:3:forces:R:3:nbo_charge:R:1 method="wB97M-V/def2-TZVPD" total_charge=+1 de_lowest_kj_mol=269.53 e_lumo_ev=-2.725 homo_lumo_gap_ev=10.54
C -0.43432 2.25033 -1.42677 -0.1 -1.5 1.3 -0.05
C 1.89209 2.11108 -1.60134 -1.5 -2.7 2.0 -0.43
C -1.80832 -0.99478 0.01964 2.8 -2.8 -0.5 -0.74
C -0.66082 -1.76829 2.54274 -2.5 -0.8 0.8 -0.80
C 0.99683 -1.12359 0.33450 -0.1 0.0 -1.2 -0.77
N 0.61169 1.70142 -0.97392 -0.5 0.0 -0.1 -0.44
S -0.46954 -0.53989 1.19119 0.4 0.6 0.3 0.87
H -0.46698 2.79909 -2.32487 0.0 1.2 -1.0 0.16
H -1.38255 2.05781 -0.91353 0.1 0.1 -0.2 0.16
H 1.66852 2.91639 -2.16961 0.1 2.9 -1.8 0.19
H 2.45051 2.28487 -0.70540 1.2 0.4 -0.2 0.22
H 2.26147 1.31498 -2.22409 0.5 -0.4 0.0 0.21
H -2.71395 -0.75552 0.47724 -1.6 -0.7 1.2 0.26
H -1.50523 -2.06169 -0.38817 -1.4 1.9 1.1 0.26
H -1.85958 -0.36289 -0.82773 1.0 1.0 -0.8 0.27
H 0.00692 -1.92359 3.43071 0.4 0.8 -1.5 0.30
H -0.88969 -2.72923 2.05866 0.4 0.1 0.2 0.25
H -1.63671 -1.52765 3.08203 1.0 0.1 -1.0 0.27
H 1.13878 -2.16404 0.57814 0.0 -0.4 -0.2 0.25
H 1.87438 -0.57183 0.60009 0.3 0.5 0.8 0.28
H 0.92652 -0.91297 -0.75948 -0.5 -0.4 0.9 0.28

(7)
21
Properties=species:S:1:pos:R:3:forces:R:3:nbo_charge:R:1 method="wB97M-V/def2-TZVPD" total_charge=+1 de_lowest_kj_mol=255.28 e_lumo_ev=-2.784 homo_lumo_gap_ev=10.14
C -0.93517 -0.78719 -0.86104 1.2 -3.5 -1.9 -0.45
N -0.52276 0.24218 0.07530 2.3 -1.7 1.5 -0.24
C -1.71854 0.63011 0.76499 -1.7 1.0 0.7 -0.41
C 0.03470 1.41916 -0.58906 -0.7 2.8 -1.9 -0.47
C 0.48421 -0.30422 1.08484 3.1 -1.0 0.0 -0.24
C 1.88068 -0.92829 0.43583 -0.2 3.1 3.8 -0.51
S 2.98551 0.36736 -0.27883 -0.1 0.1 0.7 -0.03
H -0.12229 -1.09850 -1.60704 -1.2 1.6 0.5 0.25
H -1.09201 -1.91270 -0.52220 -0.4 2.8 0.6 0.27
H -1.82270 -0.27136 -1.19174 -0.4 -1.1 -1.5 0.23
H -1.34012 1.28329 1.56676 -1.0 -0.2 0.0 0.24
H -2.27331 1.22403 -0.02568 0.0 -0.6 1.4 0.23
H -2.28276 -0.28504 1.11285 0.6 1.3 -0.2 0.25
H -0.02738 2.26685 0.14222 1.1 -0.9 -0.3 0.24
H 1.00079 1.15668 -1.05944 -0.6 0.6 0.7 0.27
H -0.61961 1.92157 -1.42164 0.6 -1.8 1.3 0.25
H 0.90108 0.42482 1.81897 -1.0 0.2 -0.8 0.25
H 0.03135 -1.09928 1.70650 -0.2 0.3 -0.7 0.25
H 2.43059 -1.39114 1.30552 -0.8 0.5 -0.8 0.25
H 1.69609 -1.64237 -0.23602 -0.8 -2.8 -2.7 0.21
H 3.56900 -0.32840 -1.23822 0.1 -0.5 -0.3 0.16

(8)
20
Properties=species:S:1:pos:R:3:forces:R:3:nbo_charge:R:1 method="wB97M-V/def2-TZVPD" total_charge=0 de_lowest_kj_mol=225.83 e_lumo_ev=0.948 homo_lumo_gap_ev=10.87
C 0.35586 -1.18792 -2.15209 -0.6 -1.7 -0.8 -0.65
C -0.61057 -0.17720 -1.50402 2.6 3.2 -0.2 0.10
C -1.99913 -0.64148 -1.36383 0.0 0.4 -5.8 -0.63
O -0.04532 0.04382 -0.22246 -0.8 -0.1 1.7 -0.75
H -0.31854 -1.93758 -2.71224 1.4 0.6 1.0 0.20
H 1.00601 -1.64007 -1.36452 -1.2 -0.2 -0.3 0.24
H 1.16063 -0.92868 -2.85052 -0.7 1.0 -0.2 0.22
H -0.49268 0.94999 -1.92954 -0.8 -2.7 0.0 0.17
H -2.12748 -1.37570 -0.69720 -0.2 -3.1 2.4 0.21
H -2.67793 0.09820 -1.18621 -1.6 2.4 1.0 0.22
H -2.36259 -0.95924 -2.41721 0.6 -0.1 1.6 0.21
H -0.71370 -0.02532 0.49875 0.6 0.1 -1.0 0.47
C 0.59424 1.37044 2.68388 0.9 -3.7 0.7 -0.60
C 1.65321 0.66114 1.73263 -1.4 -1.4 2.0 -0.62
H 0.79812 2.39008 2.79810 -0.1 1.6 -0.3 0.20
H -0.37648 1.08951 2.26161 -0.1 0.8 0.5 0.18
H 0.69449 0.93353 3.74584 -0.4 0.5 -1.6 0.19
H 1.46968 1.08420 0.74620 1.2 0.0 0.2 0.24
H 1.38306 -0.48337 1.64816 0.6 2.3 0.2 0.20
H 2.60913 0.73562 2.28467 -0.1 0.1 -1.1 0.20

(9)
21
Properties=species:S:1:pos:R:3:forces:R:3:nbo_charge:R:1 method="wB97M-V/def2-TZVPD" total_charge=0 de_lowest_kj_mol=136.56 e_lumo_ev=0.439 homo_lumo_gap_ev=9.38
C -0.44681 -2.15358 -1.57539 -0.7 0.5 0.1 -0.64
C -0.79503 -0.81807 -0.97261 1.4 -1.3 0.6 -0.18
C -0.99712 -0.66514 0.32190 -1.9 2.5 1.4 -0.20
C -1.66900 0.64674 0.81138 0.3 0.5 -0.8 -0.43
C -0.82657 1.93950 0.70959 -0.9 0.1 0.6 -0.60
H -0.14948 -2.90021 -0.83014 -0.1 0.2 -0.2 0.21
H 0.29600 -2.06418 -2.35409 0.3 -0.1 -0.2 0.20
H -1.40610 -2.42213 -2.03411 0.4 -0.7 -0.2 0.22
H -0.80288 0.03090 -1.65382 -0.4 0.0 0.2 0.20
H -1.02070 -1.29634 1.21294 0.7 -1.1 -1.1 0.20
H -2.58149 0.78772 0.20787 0.3 0.1 0.1 0.20
H -2.06548 0.59230 1.81116 0.2 -0.6 0.6 0.19
H 0.20051 1.85669 1.07133 0.0 -0.3 -0.6 0.22
H -1.27407 2.68933 1.39517 0.0 -0.2 -0.6 0.20
H -0.92650 2.26878 -0.32511 0.7 0.4 0.2 0.21
O 1.97275 1.51083 -0.97558 0.8 -1.1 0.0 -0.93
H 2.46169 1.00104 -0.30727 -0.3 0.7 0.7 0.48
H 2.04714 0.81314 -1.63855 -0.5 0.4 -0.7 0.45
O 2.63503 -0.21878 1.49087 0.3 -1.3 0.5 -0.93
H 2.34378 -0.50992 2.36485 -0.5 0.9 0.3 0.47
H 3.00430 -1.08863 1.26963 0.2 0.4 -0.8 0.46

(10)
21
Properties=species:S:1:pos:R:3:forces:R:3:nbo_charge:R:1 method="wB97M-V/def2-TZVPD" total_charge=0 de_lowest_kj_mol=94.93 e_lumo_ev=0.748 homo_lumo_gap_ev=9.99
C 1.18779 -2.48628 0.91124 0.2 -0.5 1.3 -0.65
C 0.24868 -1.38438 0.56004 0.3 0.2 -0.3 -0.18
C -0.52283 -1.39202 -0.51815 -0.7 -0.3 -0.3 -0.20
C -1.36239 -0.24220 -1.00465 -1.0 0.9 1.0 -0.43
C -1.98747 0.59952 0.11502 0.7 0.8 1.8 -0.62
H 0.80322 -3.10278 1.73858 -0.5 -0.3 -0.5 0.22
H 2.09205 -2.16909 1.43336 0.2 0.7 -0.5 0.22
H 1.48726 -3.09705 0.06630 -0.2 -0.2 0.0 0.21
H 0.26637 -0.50552 1.19571 0.1 0.0 0.0 0.21
H -0.64791 -2.29251 -1.11752 0.5 0.0 0.0 0.19
H -0.75678 0.42707 -1.61325 0.0 -0.1 -0.3 0.17
H -2.25087 -0.50211 -1.58989 0.6 -0.6 -0.4 0.22
H -2.89736 0.20153 0.56527 -0.5 0.0 -0.8 0.21
H -2.05899 1.68092 -0.06983 -0.5 -0.4 -0.5 0.21
H -1.41286 0.63018 1.04790 0.7 -0.2 -0.3 0.21
O 1.20146 2.32998 -1.81582 -0.5 -0.7 0.1 -0.94
H 1.75297 1.79816 -2.40181 0.2 0.2 0.0 0.47
H 0.49756 1.68890 -1.59619 0.3 0.6 0.0 0.47
O 1.66751 2.32243 1.51726 -0.1 0.1 -0.9 -0.96
H 1.11272 2.93337 2.01303 0.0 0.0 -0.2 0.47
H 1.57988 2.56189 0.56340 0.0 -0.2 1.0 0.49

(11)
21
Properties=species:S:1:pos:R:3:forces:R:3:nbo_charge:R:1 method="wB97M-V/def2-TZVPD" total_charge=0 de_lowest_kj_mol=104.02 e_lumo_ev=0.916 homo_lumo_gap_ev=9.47
C -0.78766 0.92606 0.96483 0.4 1.2 -0.1 -0.66
C 0.53483 0.28741 0.58234 0.7 -0.4 0.3 -0.20
C 1.66090 0.94048 0.23913 0.2 -0.7 -0.2 0.01
C 2.98765 0.23322 0.00846 -1.1 -1.3 0.8 -0.64
C 1.64963 2.36966 -0.22792 -1.9 -0.3 -0.1 -0.66
H -1.60939 0.26310 0.68315 -0.1 0.4 -0.1 0.23
H -0.92218 2.02386 0.59299 0.1 -2.1 0.4 0.21
H -0.78388 0.99656 2.07071 -0.2 0.0 -0.4 0.22
H 0.59490 -0.83338 0.70077 -0.1 1.3 0.1 0.20
H 3.00770 -0.79220 0.42664 -0.4 0.4 -0.1 0.21
H 3.06774 0.08683 -1.05820 0.8 0.3 -0.4 0.22
H 3.82407 0.71032 0.50637 0.2 0.5 -0.5 0.21
H 0.62703 2.48504 -0.59182 0.0 0.3 -0.6 0.21
H 1.63804 3.12130 0.53439 0.8 0.4 0.7 0.22
H 2.31000 2.59499 -1.05613 0.4 0.0 0.2 0.22
O -1.34192 -4.37344 -2.33823 0.0 -0.2 0.0 -0.93
H -1.01919 -5.24181 -2.07563 0.0 0.1 0.1 0.47
H -1.77711 -4.54185 -3.17860 -0.1 0.1 -0.1 0.47
O -4.47085 -0.77936 0.92195 0.0 0.2 0.1 -0.93
H -4.33638 -0.45792 1.81880 0.1 -0.1 0.1 0.47
H -4.85392 -0.01885 0.47601 0.0 0.0 -0.2 0.47

(12)
21
Properties=species:S:1:pos:R:3:forces:R:3:nbo_charge:R:1 method="wB97M-V/def2-TZVPD" total_charge=0 de_lowest_kj_mol=28.59 e_lumo_ev=0.808 homo_lumo_gap_ev=10.99
C -0.20343 -0.72543 0.66341 0.5 0.0 0.1 -0.62
C 0.10587 -0.78309 -0.82859 0.5 0.7 -0.6 -0.22
C 1.18907 -1.78262 -1.20470 -0.1 -0.4 0.1 -0.60
C 0.46940 0.62117 -1.35585 -0.7 0.8 0.5 -0.42
C -0.74012 1.50230 -1.69827 -0.1 -0.1 0.0 -0.06
O -1.62440 1.80387 -0.60440 0.2 -0.3 -0.4 -0.73
H -0.64410 0.23809 0.88189 -0.2 0.1 0.2 0.23
H -0.87303 -1.50714 0.99348 -0.2 -0.3 0.0 0.21
H 0.70893 -0.81588 1.26723 0.0 0.0 -0.2 0.20
H -0.78993 -1.04415 -1.37335 -0.5 -0.3 -0.1 0.18
H 2.05091 -1.69177 -0.54626 0.2 0.2 -0.1 0.20
H 1.49991 -1.67139 -2.24507 0.1 0.1 0.1 0.21
H 0.85149 -2.81344 -1.10610 -0.2 -0.1 0.1 0.21
H 1.03706 1.17061 -0.60065 0.3 -0.1 0.0 0.20
H 1.03430 0.61260 -2.28616 0.3 -0.3 0.0 0.21
H -0.41450 2.44744 -2.13768 0.1 0.1 0.2 0.17
H -1.30922 1.00682 -2.48110 -0.2 -0.2 -0.2 0.15
H -2.35927 1.18635 -0.68783 0.0 0.2 0.2 0.47
O 0.01706 0.39078 5.25608 0.1 0.1 0.2 -0.94
H 0.17235 1.21166 5.74532 -0.1 -0.2 -0.3 0.47
H -0.17835 0.64322 4.34859 0.0 0.1 0.1 0.47